Record 1
46
Properties=species:S:1:pos:R:3:forces:R:3 method="wB97M-V/def2-TZVPD" homo_energy_ev=-11.3 homo_lumo_gap_ev=6.1 charge=+1 lumo_ev=-5.184
C 2.0022 -0.0177 -0.8874 -1.590 1.380 -0.944
C 1.2347 0.7165 -1.8997 -0.367 -1.272 1.374
C -0.3673 0.6272 -1.7271 -1.341 0.868 0.902
C -1.2507 1.7909 -1.1623 -2.454 -4.053 -1.274
C -2.7860 1.4932 -1.0554 3.698 -0.893 -0.814
N -3.3113 0.1918 -1.4408 2.847 0.664 -0.223
C -2.5205 -0.8981 -1.9481 3.181 1.488 -0.098
C -0.9926 -0.7633 -2.1420 -2.538 3.657 2.077
H 2.4525 -1.0461 -1.0878 1.101 2.342 -0.116
H 2.0613 0.5029 0.1491 -1.258 -2.132 -0.966
H 1.6982 1.3178 -2.7493 -0.950 -2.070 0.192
H -0.7877 2.7962 -0.8444 -1.003 -1.881 -0.597
H -3.4711 2.3220 -0.6705 0.720 -1.733 -0.675
H -4.3305 0.0283 -1.3452 1.011 0.236 -0.013
H -3.0031 -1.8981 -2.2277 0.377 1.902 0.606
H -0.3072 -1.5969 -2.5384 -1.467 1.389 0.821
C 3.2597 1.3195 2.9753 0.129 -0.169 0.179
O 3.4826 0.7177 1.7057 -0.103 -0.224 -0.329
H 3.0806 2.3857 2.8350 0.078 -0.123 -0.068
H 2.3855 0.8642 3.4476 0.027 0.113 0.172
H 4.1399 1.1805 3.6052 -0.163 0.167 0.109
H 3.6379 -0.2237 1.8612 0.050 0.238 -0.022
C 1.0491 -1.1778 5.2644 0.002 -0.358 0.011
O 2.2600 -1.7728 4.8216 0.138 -0.047 -0.170
H 1.1975 -0.1012 5.3578 0.045 -0.100 -0.034
H 0.2578 -1.3725 4.5359 -0.179 0.166 0.130
H 0.7724 -1.5907 6.2374 -0.194 0.181 0.004
H 2.0993 -2.7225 4.7482 0.181 0.222 0.044
C -4.7413 -1.6240 -5.1289 0.108 0.221 0.183
O -5.8878 -1.0888 -4.4818 -0.144 0.055 0.229
H -5.0486 -2.0776 -6.0708 -0.048 0.064 0.158
H -4.0253 -0.8230 -5.3297 0.169 -0.181 -0.144
H -4.2823 -2.3864 -4.4930 0.160 -0.128 -0.194
H -5.5903 -0.6942 -3.6536 -0.227 -0.028 -0.273
C 0.2999 -1.5093 -5.7816 0.154 0.097 0.103
O -0.8432 -0.9732 -5.1274 -0.236 0.100 0.312
H -0.0130 -1.9606 -6.7230 -0.053 0.073 0.147
H 1.0167 -0.7102 -5.9847 0.108 -0.157 -0.115
H 0.7618 -2.2734 -5.1505 0.155 -0.071 -0.176
H -0.5386 -0.5798 -4.2981 -0.112 0.043 -0.542
C 2.2686 2.5498 6.5040 0.058 -0.280 0.032
O 3.4779 1.9547 6.0621 0.078 -0.150 -0.127
H 2.4170 3.6257 6.5976 0.072 -0.133 -0.042
H 1.4766 2.3558 5.7751 -0.206 0.157 0.101
H 1.9915 2.1370 7.4773 -0.208 0.167 0.013
H 3.3169 1.0044 5.9887 0.195 0.193 0.057

Record 2
23
Properties=species:S:1:pos:R:3:forces:R:3 method="wB97M-V/def2-TZVPD" homo_energy_ev=-8.1 homo_lumo_gap_ev=8.9 relative_energy_kj_mol=362.63 lumo_ev=0.755
C -0.4230 0.9824 -1.5741 0.194 -2.874 -1.075
C -1.7964 0.7478 -0.9588 0.142 0.206 -0.147
C 0.0800 -0.7451 -2.2315 -1.593 2.307 -0.143
O 0.4578 1.5613 -0.7874 1.485 -0.288 1.491
H 1.0612 0.6563 -0.0579 -1.212 0.738 -0.808
H -0.4776 1.4473 -2.5670 -0.136 0.067 0.060
H -1.7105 0.1294 -0.0657 0.005 -0.088 0.028
H -2.4782 0.2760 -1.6647 -0.069 -0.055 0.001
H -2.2124 1.7114 -0.6556 -0.033 0.008 -0.005
H -0.0974 -1.6618 -1.6537 0.384 0.180 0.229
H 1.0203 -0.6746 -2.7839 0.131 -0.233 0.315
H -0.7063 -0.7898 -2.9844 0.045 -0.111 -0.226
C -0.1809 0.6274 2.4911 0.057 0.041 -0.030
N 1.5497 -0.4568 0.2172 -0.131 0.390 -2.129
C 1.1603 -1.2083 1.3643 -0.435 -0.396 0.309
C 0.3946 -0.7462 2.3471 0.018 0.085 -0.276
H 2.5412 -0.2425 0.1951 0.128 -0.376 -0.097
H 1.2210 -0.8657 -0.7515 0.892 0.595 2.338
H 1.4953 -2.2373 1.3601 0.009 -0.069 0.121
H 0.1324 -1.4547 3.1240 0.120 -0.053 0.053
H 0.1859 1.0949 3.4086 -0.028 -0.048 -0.001
H 0.0515 1.2816 1.6533 0.002 -0.023 -0.032
H -1.2685 0.5668 2.5753 0.024 -0.005 0.024

Record 3
60
Properties=species:S:1:pos:R:3:forces:R:3 method="wB97M-V/def2-TZVPD" homo_energy_ev=-9.0 homo_lumo_gap_ev=9.2 smiles="COCCNCCOC.NC(N)=O.NC(N)=O.NC(N)=O.O.O.O.O" relative_energy_kj_mol=360.42 lumo_ev=0.221
C -3.8918 -0.9901 1.6589 1.680 2.007 2.760
O -3.8672 -1.6754 0.5118 0.273 -2.225 -3.277
C -2.6018 -2.4179 0.2104 -2.138 -0.166 1.054
C -2.3362 -2.4227 -1.2468 -0.805 1.159 -1.370
N -1.7807 -1.1336 -1.6067 2.348 -0.821 -0.985
C -1.3813 -1.1514 -3.0333 0.082 0.456 -1.028
C -0.0106 -1.7370 -3.4750 0.975 0.339 1.018
O 0.1792 -3.1261 -3.3052 -1.494 -0.355 1.530
C 1.4732 -3.5687 -3.5939 -0.837 -0.449 -1.462
H -4.8080 -0.4897 1.9725 -0.572 -0.637 -0.724
H -3.1951 -0.1531 1.6143 0.212 0.445 -0.177
H -3.4966 -1.5191 2.5261 -0.248 -0.624 0.230
H -2.7716 -3.4641 0.4648 0.114 0.053 0.811
H -1.8433 -1.9124 0.8081 0.403 -0.398 -0.103
H -3.2408 -2.4207 -1.8550 -0.959 -0.733 0.576
H -1.8040 -3.2494 -1.7173 0.706 -0.017 0.850
H -2.4514 -0.4588 -1.2678 -0.051 0.581 -0.897
H -1.4059 -0.1439 -3.4486 0.327 0.269 0.299
H -2.0441 -1.6511 -3.7398 -1.025 -0.458 0.508
H 0.7763 -1.2159 -2.9297 0.257 0.212 0.237
H 0.2268 -1.6003 -4.5301 -0.645 0.846 -0.345
H 1.3928 -4.6429 -3.7601 0.224 -0.220 0.942
H 2.2297 -3.2504 -2.8766 0.078 -0.009 -0.160
H 1.6347 -3.2872 -4.6345 0.986 0.752 -0.090
N 0.4087 0.4251 0.0991 -1.641 2.592 -0.715
C 1.3261 -0.3026 0.6690 -0.466 -0.005 -0.581
N 1.2303 -1.5392 0.2784 0.958 -4.562 0.079
O 2.1620 0.0704 1.4513 2.239 1.292 1.965
H 0.4779 1.4298 0.1755 -0.567 -0.233 -0.130
H -0.3868 -0.1163 -0.2077 -0.384 0.837 -0.679
H 0.5935 -1.9567 -0.3852 -0.027 0.601 0.062
H 1.7919 -2.1711 0.8310 -0.017 -0.393 -0.211
N -2.0170 3.1268 1.6854 7.977 0.957 -2.076
C -3.2511 2.9488 1.6659 -4.208 -2.413 -3.619
N -3.7381 3.2764 2.7564 -4.318 2.550 8.018
O -3.9513 2.4676 0.8038 -0.476 -0.956 -2.576
H -1.5991 3.0460 0.7694 0.725 -0.073 0.529
H -1.6845 3.7411 2.4148 0.915 -0.273 -0.748
H -4.7231 3.1358 2.9296 0.370 0.127 0.180
H -3.0999 3.6241 3.4577 -1.024 -0.162 0.465
N 4.9160 1.2615 0.7496 -0.190 -0.493 1.167
C 5.1785 1.5305 -0.5302 -1.103 -4.645 -1.579
N 5.6729 2.7169 -0.6800 1.737 3.978 -0.951
O 5.0038 0.6753 -1.4218 -0.242 1.528 0.633
H 4.3743 0.4225 0.9006 0.205 0.135 0.739
H 5.3596 1.8677 1.4246 -0.719 -0.756 0.476
H 5.5372 3.2298 -1.5394 0.389 -0.225 0.226
H 5.8945 3.2014 0.1781 -0.192 0.516 -0.684
O -1.1760 0.4960 2.9889 -0.152 -0.375 0.394
H -0.2569 0.7253 2.8513 0.393 0.126 -0.026
H -1.6417 0.9336 2.2762 -0.010 0.191 -0.163
O 2.9682 -3.3730 2.1181 -0.241 -0.166 -0.128
H 3.0170 -2.6761 2.7724 -0.037 0.289 0.243
H 3.8527 -3.4246 1.7559 0.258 -0.040 -0.142
O 1.8353 2.7226 2.8034 -0.294 0.410 0.217
H 2.4404 3.4579 2.7067 0.082 0.212 0.031
H 2.2246 2.0211 2.2814 0.098 -0.831 -0.372
O -0.9692 3.3029 -1.1517 0.347 -0.138 0.206
H -1.3690 3.9876 -0.6155 -0.129 0.482 -0.204
H -1.3838 3.3970 -2.0093 -0.154 -0.089 -0.241

Record 4
18
Properties=species:S:1:pos:R:3:forces:R:3 method="wB97M-V/def2-TZVPD" homo_energy_ev="-8.4 / -8.4" homo_lumo_gap_ev="8.4 / 8.4" relative_energy_kj_mol=1029.41 lumo_ev="-0.012 / -0.016"
C -2.7345 0.4601 0.0763 0.997 0.082 -1.090
C -1.7622 1.2479 0.4034 3.722 -0.206 -0.328
C 1.0984 1.3890 -1.0129 1.948 -0.521 -2.370
C 0.2655 0.2985 -0.4539 -2.638 0.822 -0.278
C -0.4187 -2.0183 0.4474 -1.037 -3.888 -0.986
N 1.5164 0.6611 0.1244 -1.058 0.953 0.756
N 2.7114 0.0350 0.3389 -1.256 0.096 -0.229
O 3.6867 0.5706 -0.1113 0.708 0.034 -0.218
O 2.6143 -0.9227 1.0514 0.815 -1.250 0.579
S -0.2682 -1.2316 -1.1914 0.937 0.644 1.767
H -3.7119 0.6151 0.3657 -2.130 0.624 0.789
H -2.6588 -0.2966 -0.7056 0.585 -0.358 0.410
H -1.5273 2.2148 0.9241 -0.536 -1.458 -0.370
H 1.7527 1.4636 -1.9335 -0.798 -1.398 0.773
H 0.8787 2.3750 -0.8407 -1.101 2.280 0.904
H -0.6221 -3.1780 0.2897 0.453 2.368 0.051
H -1.1945 -1.7068 1.0931 -1.570 0.896 -0.131
H 0.3742 -1.9768 1.1350 1.961 0.280 -0.030

Table of molar mass (Da), in record order: 266.36 117.19 385.42 160.20